No. 1
The following is a quantum chemistry calculation of a molecular structure, C13H22BF6NO9PS3, from the Open Molecules 2025 dataset.

As for the frontier orbital gap: 8.2 eV. The LUMO energy comes out at 1.75 eV. Its net charge is -1.

Geometry (Å):
O  -3.8298  0.3576  3.9932
H  -1.2929  4.7362  -0.4960
H  2.8061  -4.8610  -0.2758
H  3.4995  0.1056  2.1534
H  4.4719  -1.8840  -3.5547
O  0.3372  -4.6430  -1.4172
O  -2.8118  2.4919  1.5620
C  5.4134  -2.8798  -0.4788
C  -0.6367  3.8729  -0.3872
C  -0.1950  0.7463  -1.9556
H  -0.6659  3.5683  0.6608
F  -6.5004  -0.7151  4.7689
O  0.8770  -2.7939  -2.5513
C  3.2767  -0.7689  1.5386
H  4.7477  0.5276  -0.5740
C  -0.1555  -0.7630  -1.6673
H  5.2325  -3.6296  0.2929
H  0.3855  4.1651  -0.6667
H  -0.7816  0.9479  -2.8550
H  -0.3689  -0.9431  -0.6098
F  -4.2279  3.8676  -0.6586
H  2.5596  -1.3764  2.0956
H  5.3262  -1.8878  -0.0326
C  3.7218  0.8089  -0.8276
C  1.1463  -1.4247  -2.1197
O  -5.4158  2.0586  4.7974
F  -6.1475  -0.9564  2.6457
H  3.5658  1.8593  -0.5790
O  3.7266  -1.4839  -3.0931
C  2.2495  -1.6802  -1.0405
S  -4.9989  1.1589  3.7586
F  -6.1796  3.2423  0.0410
P  2.4135  -0.1574  0.0390
H  4.1835  -1.3540  1.4000
C  -6.3795  -0.0575  3.6050
H  1.5232  -0.8686  -2.9707
H  -0.0890  1.5628  0.0231
S  -4.1842  2.8807  1.7479
O  -1.1216  2.8507  -1.2321
C  -4.8812  2.9293  0.0399
H  -1.7065  1.0520  -0.4391
F  -7.5448  0.5405  3.3466
C  -0.7989  1.5421  -0.8100
O  -4.4384  4.1878  2.2859
H  3.5964  0.7009  -1.9047
B  3.5601  -2.0920  -1.8741
H  6.4282  -2.9883  -0.8664
H  0.8214  1.1131  -2.1470
N  -5.1169  1.7376  2.2958
H  0.8223  -2.4664  0.4126
C  1.5618  -2.8383  -0.3021
F  -4.7319  1.7616  -0.5903
S  2.5585  -3.9816  0.7017
O  4.5028  -3.0526  -1.5567
C  0.8367  -3.5675  -1.4416
H  -0.9507  -1.2589  -2.2300


No. 2
The following is a quantum chemistry calculation of a molecular structure, C13H22BI2O3P2Y, from the Open Molecules 2025 dataset.

As for the frontier orbital gap (alpha / beta): 4.0 / 4.8 eV. The LUMO energy (alpha / beta) comes out at -9.78 / -8.99 eV. Its net charge is +2. The relative energy (zero: lowest compared OMol25 entry of this formula, charge and spin) is 0.0 kcal per mole.

Geometry (Å):
I  -2.9980  -1.3210  -2.8307
H  1.7655  3.4276  -0.4314
H  -0.3383  -3.3731  2.0761
C  1.2851  3.1959  -1.3938
H  4.0086  3.3231  5.8319
C  1.1941  -0.8565  0.3007
C  2.2490  1.9249  3.3341
O  2.0485  0.9231  2.4403
P  1.3782  1.4063  -1.6885
H  2.2401  5.0666  5.5403
H  -3.5060  -2.4652  1.6635
H  -2.7865  0.6403  2.4280
H  1.0635  1.8720  -4.0544
B  0.8821  1.2461  1.6708
H  3.1960  -0.0083  -2.3616
H  0.1377  -2.2420  3.3349
C  1.2070  4.0451  3.9352
P  -1.4001  -1.2422  1.7928
O  0.4012  2.5504  2.1724
H  -2.8815  -0.6777  3.6561
H  -2.4814  -2.7599  0.1783
I  0.3189  -2.6721  -2.4526
H  1.7838  3.7610  -2.1878
C  -2.8674  -1.9972  0.8992
C  2.2397  4.1688  4.9095
C  3.2176  3.2105  5.0737
Y  -0.6916  -0.5240  -0.9349
H  0.5820  0.1536  -3.6550
C  1.2423  2.9069  3.1624
H  4.0122  1.2603  4.3825
H  3.6919  1.1360  -1.1208
C  -0.7133  -2.5991  2.7533
C  3.2544  2.0298  4.2738
H  -3.3969  -1.1825  0.3376
C  -2.2120  -0.1304  2.9835
H  -0.5557  1.5293  -3.2257
H  0.2185  3.4971  -1.3316
C  0.5175  1.2272  -3.3487
O  2.1797  -1.3110  0.7379
H  0.4344  4.7940  3.7944
H  -1.4154  -3.0511  3.4275
H  -1.4425  0.3795  3.5826
C  3.1047  1.0323  -2.0351
H  3.5383  1.6640  -2.7870


No. 3
The following is a quantum chemistry calculation of a molecular structure, C13H22BiClI2NOP, from the Open Molecules 2025 dataset.

As for the frontier orbital gap: 5.8 eV. The LUMO energy comes out at -8.27 eV. Its net charge is +2. The relative energy (zero: lowest compared OMol25 entry of this formula, charge and spin) is 0.0 kcal per mole.

Geometry (Å):
C  -0.0949  0.4809  1.7893
C  -3.7854  0.8491  0.1489
C  3.8229  0.1595  -1.3794
H  -2.7113  -1.7779  1.6414
C  2.6598  -0.4917  -3.9211
Cl  1.3244  3.2120  0.1236
I  -1.4192  -1.3725  -4.4672
H  3.1809  2.9389  -2.3246
Bi  -0.0422  1.1921  -0.3655
P  2.4788  0.6439  -2.4987
C  1.0709  -0.7691  -1.1207
C  -2.1944  -0.8757  1.3066
I  -0.7001  -3.9808  -4.0607
H  2.2088  0.1031  4.3123
C  -0.6447  -1.3710  3.2434
H  -2.0269  -0.9581  0.2221
H  -5.2155  0.4174  2.4285
H  -4.4686  1.6909  0.4066
H  3.6809  0.7102  -0.4429
C  1.3580  -0.0705  3.6580
H  -1.2700  -2.2413  3.4801
C  0.5616  -1.1800  3.9346
H  2.3732  2.5978  -3.8699
N  -3.3171  0.2296  1.4551
H  0.8243  -1.8918  4.7216
H  3.7288  -0.9124  -1.1943
H  -2.8997  1.2594  -0.3820
C  -4.4893  -0.3869  2.1933
C  -0.9710  -0.5772  2.1448
C  0.9933  0.8124  2.6054
H  1.7732  -0.3171  -4.5579
H  1.5212  1.7656  2.4583
H  -4.2909  0.0676  -0.4671
H  -4.9228  -1.1767  1.5555
H  2.6543  -1.5273  -3.5433
H  -4.0647  -0.8282  3.1085
H  -2.9771  1.0206  2.0520
C  3.0991  2.2180  -3.1446
H  4.8248  0.3522  -1.7747
H  4.0596  2.1451  -3.6705
O  0.7219  -1.8694  -1.3114
H  3.5850  -0.2907  -4.4933


No. 4
The following is a quantum chemistry calculation of 7 unconnected molecules or ions with the total composition C13H22Cl12O5, from the Open Molecules 2025 dataset.

As for the frontier orbital gap: 9.9 eV. The LUMO energy comes out at 0.19 eV. Its SMILES is COC(=O)OC.ClC(Cl)Cl.ClC(Cl)Cl.ClC(Cl)Cl.ClC(Cl)Cl.CC(C)=O.CC(C)=O. Its net charge is 0. The relative energy (zero: lowest compared OMol25 entry of this formula, charge and spin) is 22.2 kcal per mole.

Geometry (Å):
C  -0.5284  7.8254  -3.0312
H  -1.4335  -2.8764  10.5132
H  4.2134  4.9083  -3.5161
Cl  6.6770  -4.1946  2.5221
O  2.2112  8.2295  -2.9012
C  -0.8927  -2.1033  8.5319
Cl  -2.4891  -5.6693  -0.2437
C  6.2054  -2.4994  2.3701
C  1.7638  7.1489  -3.3253
H  -0.5635  -5.5857  -1.6546
C  -1.3945  1.2924  0.0441
H  -1.4354  -6.4313  -9.8067
C  -0.9630  -6.3118  -0.9466
H  -2.0953  -1.2502  10.1729
H  -1.8716  -3.6752  -7.4105
H  -1.4389  -2.9340  6.7376
H  -0.2378  8.3831  -2.1409
H  -2.3967  -4.3159  -8.9932
C  -2.7859  6.5075  5.2687
Cl  -2.3571  4.9956  6.1227
C  -0.7389  -5.3861  -8.0360
H  -2.5723  -1.7873  7.3492
Cl  5.5429  -2.1988  0.7227
C  -1.9280  -2.6110  7.6565
H  0.3847  -6.6413  -9.4307
O  0.2743  -1.9381  8.1353
H  -0.4913  -1.5293  10.6180
Cl  -0.3577  0.5593  1.3583
C  3.8610  5.9277  -3.3587
O  2.4319  5.9932  -3.5072
Cl  0.2379  -6.4727  0.3761
H  -0.7977  -7.4886  -8.5611
H  -0.7149  8.6034  -3.7715
Cl  -2.9808  7.7642  6.5502
C  -2.0003  -4.5753  -8.0115
H  5.4087  -2.2961  3.0857
C  -0.6388  -6.5381  -9.0704
Cl  -1.5370  6.9347  4.0204
C  -1.2735  -1.9396  9.9794
H  -2.5506  -3.3642  8.1395
H  -3.7435  6.2951  4.7934
O  0.1187  -5.2599  -7.2144
Cl  7.6365  -1.5181  2.6523
H  4.0808  6.2259  -2.3337
Cl  -1.1117  0.4337  -1.4492
H  -0.9962  2.2998  -0.0767
H  4.3186  6.6382  -4.0471
Cl  -3.0944  1.3075  0.5168
Cl  -1.1644  -7.9373  -1.7677
O  0.4556  6.8363  -3.4242
H  -2.8006  -5.1351  -7.5276
H  -1.4466  7.3547  -2.6797


No. 5
The following is a quantum chemistry calculation of a molecular structure, C13H22ClI2NOPV, from the Open Molecules 2025 dataset.

As for the frontier orbital gap (alpha / beta): 6.1 / 6.2 eV. The LUMO energy (alpha / beta) comes out at -8.41 / -8.32 eV. Its spin multiplicity is 3. Its net charge is +2. The relative energy (zero: lowest compared OMol25 entry of this formula, charge and spin) is 46.8 kcal per mole.

Geometry (Å):
Cl  2.6522  1.2502  0.2843
I  -3.1219  -1.5296  -1.6662
C  -1.1608  -0.4801  1.0211
H  0.5310  2.2840  -3.0666
H  -1.9183  0.8639  -3.6464
N  -2.7757  0.7857  3.5945
H  -1.5048  2.4404  4.1773
H  -2.3041  -0.7088  5.0214
H  2.1742  -2.4694  4.5322
H  -2.9574  0.7133  5.7923
H  -1.5762  2.0979  2.5118
C  -3.0330  0.0664  4.9000
H  0.6234  -2.2841  -3.0737
C  1.1878  -0.6516  5.2283
H  2.0865  -1.3491  -2.5703
V  0.5328  0.3669  0.6737
C  0.1799  -0.4071  2.6103
C  -1.2356  0.0452  -3.8174
C  -1.4459  1.5459  3.4754
C  1.1012  1.3675  -3.1851
H  -0.1722  1.0482  5.7465
C  -3.8956  1.7388  3.2172
C  1.5710  -1.5861  4.2415
C  1.0518  -1.4766  2.9351
H  2.0282  1.4411  -2.6172
H  1.4547  -0.7624  6.3072
H  -0.6971  0.0599  -4.7928
H  -3.6747  2.1205  2.2223
P  0.1065  0.0076  -2.5411
H  -1.8292  -0.8947  -3.9397
H  -4.0408  -0.3667  4.8765
H  -2.7302  0.1501  2.7565
C  -0.2574  0.5381  3.6518
H  1.3884  -1.1403  -4.1845
H  1.3351  -2.1859  2.1134
I  -4.0476  0.9347  -1.6584
O  -2.2019  -1.0395  1.1602
C  0.2740  0.3894  4.9495
H  -3.9956  2.6034  3.9232
H  -4.8465  1.1936  3.1279
C  1.1573  -1.3414  -3.1437
H  1.2936  1.1945  -4.2405


Question: Which of these has the lowest net charge?
Answer: C13H22BF6NO9PS3


Question: Number 3 is which compound?
Answer: C13H22BiClI2NOP